86
Properties=species:S:1:pos:R:3:forces:R:3 method="wB97M-V/def2-TZVPD" molar_mass_g_mol=624.7 largest_force_ev_per_a=0.814 lumo_ha=0.0644 e_homo_ev=-6.15 charge=-1 multiplicity=1 e_tot_ha=-2808.53354 orbital_gap_ev=7.90
C 4.2170 -0.4391 1.2682 -0.249 0.137 0.062
C 3.7186 0.9750 0.9808 0.097 0.133 -0.004
O 3.6226 1.7645 2.1885 -0.168 -0.113 -0.049
C 2.3162 1.7638 2.6554 0.023 0.012 0.107
O 1.9689 1.0020 3.5037 0.036 0.084 0.027
C 1.4330 2.7838 1.9597 0.047 -0.350 -0.229
C 0.2643 2.0865 1.2191 0.174 0.037 -0.045
C -1.1438 2.6030 1.4940 0.426 0.239 -0.264
S -1.8480 2.3607 3.1217 -0.230 -0.186 0.515
O -2.9498 3.3159 3.1542 -0.042 -0.150 -0.245
O -0.8014 2.6058 4.0828 0.022 0.046 -0.063
N -2.3986 0.8695 3.3175 0.296 0.367 -0.664
S -2.7890 -0.0442 2.0875 -0.129 -0.510 0.531
C -4.0975 0.7760 1.1600 0.046 -0.055 -0.136
O -3.3888 -1.2547 2.6007 0.019 0.114 0.025
O -1.6852 -0.2482 1.1591 -0.203 0.112 -0.154
H 3.4082 -1.1667 1.1888 0.015 -0.004 0.081
H 4.6268 -0.4890 2.2754 0.041 0.044 -0.015
H 4.9866 -0.6919 0.5508 0.170 -0.015 0.075
H 4.3969 1.5043 0.3129 0.071 0.000 0.083
H 2.7454 0.9434 0.4838 0.018 0.013 -0.046
H 2.0760 3.2813 1.2350 -0.133 0.275 0.077
H 1.0667 3.4995 2.6942 0.024 -0.078 0.090
H 0.3233 1.0105 1.3687 -0.214 0.003 0.101
H 0.4207 2.2612 0.1495 0.009 -0.147 -0.016
H -1.8127 2.2033 0.7352 -0.152 -0.028 0.164
H -1.1593 3.6908 1.3859 -0.043 0.009 0.114
H -3.7292 1.0227 0.1660 0.021 0.132 0.053
H -4.4272 1.6612 1.6999 0.021 0.020 -0.030
H -4.9062 0.0562 1.0628 -0.023 0.011 0.080
O -6.7546 8.8612 6.0023 -0.002 0.007 -0.003
C -6.0415 7.9013 5.8598 -0.099 -0.112 0.025
O -5.6901 7.5317 4.6203 0.097 0.142 -0.034
C -4.6959 6.5176 4.3630 0.032 -0.140 -0.042
C -5.2660 5.1205 4.3611 -0.090 0.006 0.100
C -5.5969 7.0641 7.0377 0.214 0.148 0.061
H -3.8666 6.6177 5.0633 -0.013 0.012 0.010
H -4.3071 6.7655 3.3773 -0.044 0.037 -0.005
H -5.6679 4.8483 5.3387 0.046 0.004 0.014
H -4.4792 4.4128 4.0949 -0.093 0.005 -0.002
H -6.0781 5.0445 3.6364 0.036 0.007 -0.037
H -6.3478 6.2953 7.2169 0.010 -0.023 -0.018
H -5.5465 7.7128 7.9084 -0.110 0.003 -0.003
H -4.6307 6.5853 6.9065 -0.054 -0.086 -0.035
O 3.2781 -0.1161 -2.4649 -0.089 0.072 -0.011
C 2.0835 -0.2169 -2.5967 -0.029 -0.184 -0.067
O 1.3435 -0.5233 -1.5204 0.028 0.204 0.078
C -0.0995 -0.4872 -1.5314 -0.166 -0.074 0.076
C -0.6830 -1.7828 -2.0434 0.159 -0.158 -0.150
C 1.4164 -0.0948 -3.9456 0.009 0.288 0.002
H -0.4541 0.3761 -2.0973 0.070 -0.013 -0.050
H -0.3985 -0.3359 -0.4994 0.128 0.008 0.041
H -0.4032 -1.9725 -3.0793 -0.047 0.053 -0.018
H -1.7713 -1.7528 -1.9776 0.000 0.020 0.056
H -0.3204 -2.6168 -1.4406 -0.061 0.040 0.090
H 1.3955 -1.0770 -4.4179 -0.054 -0.012 0.010
H 2.0170 0.5754 -4.5556 0.076 -0.082 -0.004
H 0.4007 0.2873 -3.9073 -0.034 -0.106 -0.004
O 6.7667 -1.0087 -1.2363 0.026 -0.005 0.011
C 6.3559 -2.1277 -1.1156 -0.056 -0.035 -0.166
O 7.2646 -3.1123 -0.8769 0.049 0.020 0.115
C 6.8833 -4.4408 -0.5216 -0.015 -0.092 -0.020
C 6.6173 -5.3051 -1.7373 -0.016 0.064 -0.071
C 4.9040 -2.4959 -1.2904 0.050 -0.260 0.156
H 6.0343 -4.4304 0.1627 -0.010 0.013 -0.014
H 7.7341 -4.8320 0.0357 0.022 0.034 -0.011
H 5.7712 -4.9313 -2.3137 -0.027 -0.020 0.031
H 6.4002 -6.3301 -1.4332 0.010 -0.001 0.009
H 7.4900 -5.3108 -2.3908 0.015 -0.022 0.022
H 4.7293 -2.7049 -2.3464 0.016 -0.027 -0.005
H 4.2842 -1.6571 -1.0123 0.003 0.138 -0.215
H 4.5996 -3.3553 -0.6969 0.011 -0.059 -0.098
O -1.2178 -2.2008 -5.3818 0.119 -0.021 -0.064
C -1.5282 -3.3520 -5.2431 -0.181 0.052 -0.170
O -0.5624 -4.2601 -5.0018 0.091 0.076 0.121
C -0.8462 -5.6098 -4.6185 -0.018 -0.127 -0.001
C -1.0605 -6.5093 -5.8175 -0.018 0.079 -0.078
C -2.9603 -3.8055 -5.4060 -0.053 -0.022 0.299
H -1.6860 -5.6434 -3.9239 -0.015 0.027 -0.019
H 0.0350 -5.9264 -4.0631 0.021 0.045 -0.011
H -1.9360 -6.2090 -6.3933 -0.027 -0.025 0.033
H -1.2010 -7.5409 -5.4933 0.010 -0.001 0.009
H -0.1953 -6.4651 -6.4789 0.017 -0.024 0.024
H -3.1370 -4.0268 -6.4585 0.007 -0.019 -0.003
H -3.6034 -2.9818 -5.1088 0.030 0.055 -0.099
H -3.2258 -4.6745 -4.8095 0.027 -0.059 -0.085



62
Properties=species:S:1:pos:R:3:forces:R:3 method="wB97M-V/def2-TZVPD" molar_mass_g_mol=429.1 largest_force_ev_per_a=3.101 lumo_ha=0.0588 e_homo_ev=-6.61 charge=-1 multiplicity=1 e_tot_ha=-1876.99225 orbital_gap_ev=8.21
B -2.1720 -2.7820 -2.4790 1.423 -1.352 -0.395
F -3.4070 -3.1540 -2.0350 -1.727 0.674 0.167
F -1.2650 -3.0390 -1.4490 0.633 0.362 -0.462
F -1.8740 -3.6990 -3.4780 0.287 -0.276 -0.731
F -2.0250 -1.5160 -3.0170 -0.770 0.604 0.292
O -2.2190 -2.6790 0.8420 -0.126 1.028 -0.592
H -1.7820 -2.9350 -0.0190 -0.570 0.446 1.844
H -2.5000 -1.7350 0.6970 0.563 -1.741 0.089
O 0.6350 -4.4740 0.2710 0.339 -1.392 2.078
H 0.1180 -4.4110 -0.4960 -0.699 0.188 -1.617
H 1.2840 -3.7880 0.2450 0.523 0.928 -0.197
O -2.9910 -0.2170 -0.1720 -0.310 -0.096 -1.692
H -3.4660 0.0520 0.5870 -0.830 0.472 1.162
H -3.6320 -0.3670 -0.9080 0.461 0.125 0.532
O -4.8940 -3.6140 -4.5260 0.088 -0.519 0.582
H -5.4010 -4.0360 -5.1990 -0.595 -1.059 -0.612
H -4.7720 -2.7570 -4.9140 0.568 1.063 -0.198
O 0.4260 -2.6750 -5.2850 -0.369 1.166 2.792
H -0.2200 -3.2270 -5.6460 -2.069 -1.661 -1.176
H 1.1030 -2.5270 -5.8750 2.258 0.270 -2.109
O -2.0490 -3.9560 -5.9990 0.301 0.415 -2.324
H -2.6060 -3.3540 -6.5190 0.348 -0.283 0.172
H -2.4050 -3.9050 -5.1320 -0.484 -0.217 1.645
O -3.8720 -1.1750 -4.9950 -0.275 0.036 -1.228
H -4.6610 -0.6380 -5.1400 0.229 -0.024 0.422
H -3.7410 -1.3560 -4.0630 -0.166 0.281 0.746
O -4.8310 -5.7760 -1.8230 -0.244 -0.843 -0.948
H -4.2200 -5.1680 -1.4140 0.405 0.224 0.623
H -5.7040 -5.4580 -1.6380 -0.519 0.352 0.266
O 0.7810 -1.2870 -2.9870 -0.322 0.791 1.192
H -0.0740 -1.4000 -2.5440 0.727 0.094 0.531
H 0.5420 -1.6980 -3.7920 0.222 -0.812 -1.761
O -1.4130 -0.2440 -5.7790 -1.097 -0.011 0.143
H -2.2120 -0.7320 -5.4550 0.996 0.550 -0.511
H -0.7140 -0.8950 -5.7840 0.376 -0.391 0.234
O -0.4670 -0.3560 -0.8510 -0.706 0.531 -0.100
H -0.3950 0.1300 -1.6860 0.289 -0.115 0.352
H -1.4360 -0.3850 -0.6780 0.889 0.181 0.142
O 0.5300 -4.8160 -2.7040 0.453 -0.529 0.010
H -0.3480 -4.4440 -2.6580 -0.244 0.175 -0.074
H 0.7590 -4.7040 -3.6280 0.102 0.098 -0.139
O -2.6920 -6.4580 -3.5010 1.317 0.142 0.830
H -3.5820 -6.1890 -3.2730 -0.364 0.109 0.256
H -2.1400 -6.1460 -2.7330 -0.821 -0.508 -1.241
O -4.9360 -3.0510 0.0230 -2.066 0.439 -0.802
H -5.7530 -3.0480 -0.5410 0.584 -0.093 0.920
H -4.2880 -2.9870 -0.6860 0.721 0.232 0.223
O 1.6420 -1.8600 0.1700 0.771 -1.831 -0.422
H 0.7820 -1.7010 -0.2160 -0.401 0.741 -0.104
H 1.9290 -1.1310 0.6790 -0.072 1.214 0.565
O -4.6380 -0.4420 -2.4400 0.559 -1.187 0.348
H -5.4700 -0.5790 -2.0150 -1.133 -0.598 0.457
H -4.6970 0.4320 -2.7610 0.213 1.897 -0.530
O -3.4820 -5.2810 0.5590 0.833 -1.293 0.011
H -3.9350 -4.4480 0.5180 -0.466 0.910 0.504
H -4.1100 -5.9280 0.8920 -0.025 0.102 -0.112
O -2.6450 1.7170 -3.5190 -1.614 -0.586 -0.181
H -2.9290 0.8560 -3.8660 -0.348 0.281 -0.188
H -1.7400 1.4820 -3.4970 2.034 0.222 0.192
O -6.6240 -2.8770 -2.5180 -2.148 -1.608 0.041
H -5.7490 -3.0970 -2.8110 1.247 -0.171 -0.640
H -7.1180 -3.6960 -2.8480 0.822 1.855 0.722



79
Properties=species:S:1:pos:R:3:forces:R:3 method="wB97M-V/def2-TZVPD" molar_mass_g_mol=606.1 largest_force_ev_per_a=1.921 s_squared=0.752 lumo_ha="-0.1849 / -0.3229" e_homo_ev="-12.69 / -12.69" charge=+2 multiplicity=2 e_tot_ha=-6082.99065 orbital_gap_ev="7.66 / 3.91"
N -6.9871 5.3035 -6.2739 0.007 -0.037 0.715
C -6.7631 5.7126 -5.0155 0.298 -0.218 -0.262
C -5.8675 5.0747 -4.1475 0.338 -0.195 0.142
C -5.1717 3.9110 -4.5575 -1.599 0.479 -0.951
C -5.5010 3.4496 -5.8561 -0.046 0.350 0.163
C -6.3820 4.1821 -6.6600 0.347 -0.114 0.231
C -4.1970 3.2600 -3.6924 0.699 -0.973 -0.689
Cu 0.0068 -0.2132 -0.5145 0.259 0.816 0.716
P 4.9505 -0.6233 -0.8779 -1.634 0.703 -0.327
C -3.3020 2.3381 -4.1221 -1.253 0.415 -0.099
C -2.1163 1.9688 -3.3935 0.034 -0.976 0.536
C -1.0220 1.5135 -4.1612 0.277 0.401 1.030
C 0.2079 1.3330 -3.5471 0.123 -0.197 0.050
C 0.3048 1.4521 -2.1597 -0.955 0.590 -0.143
C -0.8185 1.7565 -1.3499 -0.219 0.290 -0.137
C -2.0607 1.9915 -1.9845 1.255 -0.409 -0.577
Br 2.0463 1.1956 -1.4236 -0.510 0.438 0.299
H -4.1598 3.5512 -2.6557 0.159 0.580 0.122
H -3.3906 1.8483 -5.0914 0.023 0.613 -0.091
H -5.6806 5.5122 -3.1572 -0.134 -0.262 -0.429
H -5.0970 2.5384 -6.2874 0.094 0.107 0.214
H -7.3098 6.6071 -4.7001 0.270 -0.318 -0.063
H -6.5935 3.8549 -7.6811 0.065 0.020 0.322
H -1.1395 1.3527 -5.2239 0.065 0.210 -0.051
H -2.9894 2.1376 -1.4419 0.356 0.202 0.195
H 1.1167 1.1264 -4.1180 -0.426 -0.094 0.084
H -0.7470 1.9014 -0.2514 0.115 -0.032 -0.629
P -0.6029 -2.1256 -1.1219 -0.687 -0.175 -0.292
C 5.2657 1.1804 -0.5959 0.600 -0.197 0.502
C 6.5285 1.7163 -1.2860 0.064 -0.023 -0.012
H 5.3295 1.3505 0.4983 -0.143 -0.260 -0.495
H 4.3637 1.6972 -0.9611 0.366 -0.189 0.065
H 6.5661 2.8066 -1.2011 -0.102 -0.196 -0.030
H 7.4546 1.3290 -0.8436 -0.332 -0.027 -0.053
H 6.5178 1.4572 -2.3435 0.102 0.097 -0.094
C 4.2474 -0.9999 -2.5394 0.728 0.111 -0.350
C 5.0274 -2.1199 -3.2452 0.186 -0.175 -0.183
H 4.3076 -0.0754 -3.1314 -0.034 -0.156 0.168
H 3.1865 -1.2650 -2.4066 0.474 0.149 0.116
H 4.6813 -2.2329 -4.2792 -0.021 0.007 0.283
H 6.1038 -1.9120 -3.2905 -0.260 0.039 0.022
H 4.9020 -3.0753 -2.7302 -0.017 0.056 -0.083
C 3.7265 -1.2132 0.3454 0.925 -0.534 0.049
C 4.5211 -1.7016 1.5679 0.094 -0.008 0.482
H 3.1189 -2.0268 -0.0827 0.268 0.375 -0.067
H 3.0870 -0.3587 0.5652 -0.072 -0.111 0.132
H 3.9461 -2.4281 2.1441 -0.001 0.177 0.020
H 5.4649 -2.1920 1.2929 -0.288 0.039 0.001
H 4.7786 -0.8602 2.2182 -0.040 -0.177 -0.012
C -0.5284 -3.4085 0.1674 -0.153 0.187 -0.079
C -1.5099 -4.5652 0.0022 -0.036 -0.511 0.431
H -0.6835 -2.8768 1.1250 0.285 -0.522 -0.400
H 0.5121 -3.7734 0.1133 -0.280 0.143 0.281
H -2.5295 -4.3057 0.3255 0.373 0.011 -0.292
H -1.5406 -4.9904 -1.0109 0.016 0.235 0.218
H -1.1753 -5.3668 0.6698 -0.189 -0.005 -0.156
C 0.4158 -2.7256 -2.4969 0.448 -0.955 -0.130
C -0.1066 -2.4388 -3.9023 0.137 -0.011 -0.110
H 0.5200 -3.8192 -2.3459 0.010 0.394 -0.246
H 1.4266 -2.2982 -2.3586 -0.421 -0.218 -0.087
H -1.0925 -2.8691 -4.0702 0.036 -0.017 0.036
H -0.1650 -1.3728 -4.1214 -0.032 0.054 0.111
H 0.5660 -2.8797 -4.6352 0.028 -0.033 -0.059
C -2.3043 -2.0067 -1.7896 0.299 -0.364 -0.014
C -3.3794 -1.6308 -0.7723 -0.561 0.117 0.050
H -2.5038 -2.9884 -2.2344 -0.326 0.251 -0.138
H -2.2623 -1.2443 -2.5901 0.045 -0.425 0.270
H -4.2214 -1.1974 -1.3278 0.112 -0.069 0.267
H -3.7872 -2.4911 -0.2240 0.289 0.185 -0.171
H -3.0634 -0.8862 -0.0259 0.083 -0.142 -0.282
C -1.2931 -0.2454 3.8968 -0.236 0.649 -0.328
C -1.2076 -0.4633 2.3761 -1.335 -0.113 0.499
O 0.0922 -0.4571 1.7976 1.211 0.717 -0.099
H -0.5390 -0.7862 4.4783 -0.012 0.109 -0.305
H -2.2799 -0.5914 4.2511 0.377 0.161 -0.227
H -1.2498 0.8404 4.1006 0.190 -0.525 0.199
H -1.6651 -1.4483 2.1701 0.374 0.493 -0.274
H -1.7773 0.3220 1.8419 -0.196 -0.445 0.406
H 0.5718 0.3343 2.1145 -0.351 -0.568 0.092



12
Properties=species:S:1:pos:R:3:forces:R:3 method="wB97M-V/def2-TZVPD" molar_mass_g_mol=92.1 largest_force_ev_per_a=1.610 lumo_ha=0.1545 e_homo_ev=-4.53 charge=-1 multiplicity=1 e_tot_ha=-360.37123 orbital_gap_ev=8.73
C -1.4903 -0.9699 0.6314 0.015 0.709 0.528
N -0.3568 -0.0644 0.5723 -0.484 0.175 -0.401
C -0.4465 1.0145 -0.3909 1.341 -0.762 0.463
O 0.6866 1.5645 -0.5936 -0.697 0.339 -0.204
O -1.5411 1.2504 -0.8965 -0.414 0.368 -0.111
H -1.6362 -1.6065 -0.2405 0.097 -0.211 -0.181
H -2.3730 -0.3352 0.7181 -0.068 -0.120 -0.138
H -1.4529 -1.5616 1.5486 0.154 -0.228 -0.084
H 0.5645 -0.4760 0.5428 -0.054 -0.103 0.084
H 2.0421 0.8077 -0.3581 -0.178 -0.036 -0.067
H 3.1514 0.1635 -1.2167 0.123 -0.026 -0.543
O 2.8523 0.2129 -0.3170 0.165 -0.105 0.655



14
Properties=species:S:1:pos:R:3:forces:R:3 method="wB97M-V/def2-TZVPD" smiles="[H]/N=C(/N)N(C)N" molar_mass_g_mol=88.1 largest_force_ev_per_a=5.701 lumo_ha=0.0283 e_homo_ev=-9.19 charge=0 multiplicity=1 e_tot_ha=-299.92653 orbital_gap_ev=9.96
H 0.4025 2.1733 0.3488 1.142 -1.135 -0.570
N 1.1801 1.4777 0.1689 -1.476 -0.495 0.568
C 0.7307 0.2852 -0.0321 1.403 0.200 0.097
N 1.5959 -0.8741 0.0009 0.805 1.997 -0.724
N -0.5526 -0.1330 -0.3961 -2.284 0.252 2.549
C -1.7079 0.7812 -0.0620 0.113 0.669 -1.694
N -0.9992 -1.3386 0.2234 2.218 -5.065 1.391
H 1.4500 -1.3562 -0.8885 0.218 -0.132 0.339
H 2.5793 -0.5264 0.0158 -1.091 -0.366 0.062
H -1.9124 0.9302 1.0684 0.289 -0.682 -1.782
H -1.3696 1.7731 -0.4708 -0.892 -0.722 0.314
H -2.6166 0.3639 -0.7012 1.871 1.078 1.805
H -0.8942 -1.4127 1.4238 0.230 0.690 -4.374
H -0.3451 -2.2673 -0.2122 -2.545 3.712 2.018



33
Properties=species:S:1:pos:R:3:forces:R:3 method="wB97M-V/def2-TZVPD" molar_mass_g_mol=380.2 largest_force_ev_per_a=0.741 lumo_ha=-0.1845 e_homo_ev=-11.54 charge=+1 multiplicity=1 e_tot_ha=-2030.41278 orbital_gap_ev=6.52
Sc 1.8207 0.0123 0.0798 0.113 -0.076 -0.092
O 5.6126 1.1256 -1.9624 -0.118 -0.072 -0.047
C 4.5649 0.9794 -1.2001 0.328 0.193 -0.041
O 3.7181 0.1057 -1.3561 -0.635 -0.297 0.128
C 4.4476 1.9387 -0.0703 0.029 -0.187 -0.256
C 5.2851 2.9765 0.2497 0.220 0.223 0.091
C 4.9763 3.7156 1.3964 0.037 0.024 -0.013
C 3.8775 3.3751 2.1687 0.103 0.092 0.067
C 3.0961 2.3083 1.7524 0.050 0.045 0.008
N 3.3810 1.6355 0.6550 -0.454 -0.151 -0.040
C 1.8902 1.7632 2.4783 -0.169 -0.264 -0.231
O 1.5569 2.1690 3.5448 -0.155 -0.007 0.112
O 1.3122 0.7842 1.7628 0.074 0.147 0.249
H 5.6112 0.4569 -2.6705 0.032 0.028 0.006
H 6.1497 3.2026 -0.3594 -0.025 0.010 0.025
H 5.6064 4.5474 1.6838 -0.016 -0.029 -0.006
H 3.6165 3.9025 3.0766 0.012 0.002 -0.024
F -7.4149 -2.0129 -0.4701 -0.092 0.093 0.022
C -6.5281 -2.9791 -0.7250 0.126 0.046 0.030
F -6.7122 -3.9505 0.1810 -0.040 -0.096 0.092
F -6.8260 -3.4991 -1.9242 -0.060 -0.058 -0.140
C -5.1094 -2.4763 -0.6953 -0.023 0.088 0.020
C -4.0873 -3.3951 -0.8826 0.056 -0.110 -0.015
C -2.7733 -2.9726 -0.8756 0.059 -0.096 -0.050
C -2.4778 -1.6228 -0.6807 0.037 0.253 -0.013
C -3.5117 -0.7048 -0.4913 -0.014 -0.029 0.002
C -4.8296 -1.1335 -0.4986 0.039 0.018 -0.008
C -1.1150 -1.1748 -0.6866 -0.092 -0.296 -0.057
C 0.0675 -0.8680 -0.7131 0.562 0.462 0.142
H -4.3220 -4.4413 -1.0375 0.013 0.046 0.012
H -1.9710 -3.6810 -1.0295 0.002 0.009 0.012
H -3.2769 0.3405 -0.3446 -0.018 -0.004 0.011
H -5.6353 -0.4272 -0.3555 0.020 -0.009 0.003